# C11H14Cl2CrN9SeSi

C11H14Cl2CrN9SeSi as an isolated structure at a distorted geometry (wB97M-V/def2-TZVPD, the Open Molecules 2025 dataset).

Summary:
ΔE to the lowest compared entry with this formula, charge and spin, eV: 0.501
Gap between HOMO and LUMO (alpha / beta), eV: 5.531 / 5.974
<S²>: 0.792
Strongest force on any atom, eV Å⁻¹: 1.069
LUMO energy (alpha / beta), eV: 4.6 / 4.6
Highest occupied orbital energy (alpha / beta), Ha: -0.0330 / -0.0494
M, g mol⁻¹: 502.2

```
! RIJCOSX wB97M-V def2-TZVPD def2/J DEFGRID3
* xyz -2 2
Se 3.49384 0.70392 -1.18881
Cr 1.78064 -0.27754 -0.22980
Cl 2.86339 0.50967 2.23411
Cl 5.75655 0.24024 2.72585
Si 0.05546 1.32334 0.57131
N -0.68719 -2.43220 -2.84303
N -0.01777 -3.16414 -0.70101
N 0.62963 -3.99681 1.41196
N 0.42154 -0.56956 -2.95627
N 1.43788 -3.52563 2.37896
N 1.92198 -2.38268 2.05176
N -0.38341 -1.34655 -3.58746
N 0.70096 -1.11547 -1.74591
N 1.44631 -2.02964 0.82573
C -0.00170 -2.24880 -1.72886
C 0.49323 3.17925 0.56500
C 0.66357 -3.05615 0.47833
C -2.62777 1.53366 -2.63310
C -2.76488 0.77432 0.01971
C -1.50144 1.59817 -1.82627
C -3.90038 0.70460 -0.78054
C 4.25423 -0.56526 2.18139
C -0.59124 1.01580 2.34832
C -3.83658 1.08960 -2.11148
C -1.54063 1.22981 -0.47675
H 0.20496 1.17055 3.08083
H -0.65375 -3.93478 -0.79318
H 0.78040 3.49667 -0.43916
H 4.06720 -1.40780 2.82990
H 1.35037 3.36290 1.21908
H -2.83883 0.46106 1.05568
H -0.34864 3.79170 0.90705
H -4.83290 0.33621 -0.36504
H -4.71421 1.02082 -2.74479
H -0.93833 -0.01370 2.47319
H 4.38059 -0.86316 1.14682
H -2.55236 1.79560 -3.68218
H -0.55542 1.89628 -2.26549
H -1.41526 1.69570 2.59416
*
```

Atom charges from the natural (NBO) analysis, given in e for atoms 1 to 5: number 1, Se, carries -0.70; number 2, Cr, carries 0.50; number 3, Cl, carries 0.07; number 4, Cl, carries -0.09; number 5, Si, carries 1.05

# C11H14F2N4PdS

C11H14F2N4PdS as an isolated structure at a distorted geometry (wB97M-V/def2-TZVPD, the Open Molecules 2025 dataset).

Summary:
Gap between HOMO and LUMO, eV: 7.046
Strongest force on any atom, eV Å⁻¹: 1.735
LUMO energy, eV: -0.7
Highest occupied orbital energy, Ha: -0.2856
M, g mol⁻¹: 378.7

```
! RIJCOSX wB97M-V def2-TZVPD def2/J DEFGRID3
* xyz 0 1
Pd -0.31653 -0.07683 0.22696
S -1.93434 -0.32200 -1.36078
F -2.76292 0.37229 1.55216
F -0.90791 -0.09139 2.67119
N 0.40325 -1.39044 -2.29839
N -1.40562 -1.42001 -3.71387
N 0.82522 -1.05818 -1.08483
N 1.54681 0.19123 1.08921
C 2.46001 -0.63363 0.49936
C 2.89905 -2.26102 -1.48146
C 3.18781 0.92898 2.65088
C 0.05619 -3.03765 -4.92534
C 4.11651 0.04990 2.10336
C 2.03990 -1.31925 -0.69757
C -0.86435 -1.11680 -2.51855
C -1.43750 0.73380 1.64755
C -0.59370 -1.65760 -4.90600
C 3.75548 -0.72371 1.02491
C 1.91752 0.95102 2.11382
H 3.43895 1.56527 3.48655
H 0.53291 -3.20468 -5.89257
H -2.32576 -1.03571 -3.84433
H 0.80871 -3.11081 -4.14510
H -0.69453 -3.81149 -4.76335
H 4.46493 -1.39508 0.56314
H 3.58680 -2.79761 -0.83002
H -1.25472 -1.55873 -5.76596
H 5.10911 -0.02128 2.52743
H -1.43323 1.75366 2.04190
H 2.26227 -2.98084 -1.99005
H 3.47946 -1.72758 -2.23893
H 0.18049 -0.88834 -4.97645
H 1.15352 1.59518 2.52780
*
```

Atom charges from the natural (NBO) analysis, given in e for atoms 1 to 5: number 1, Pd, carries 0.57; number 2, S, carries -0.22; number 3, F, carries -0.37; number 4, F, carries -0.41; number 5, N, carries -0.46

# C11H14F6NO8P2

A 2-piece molecular cluster, C11H14F6NO8P2 overall at a distorted geometry (wB97M-V/def2-TZVPD, the Open Molecules 2025 dataset).

Summary:
Gap between HOMO and LUMO, eV: 7.032
Strongest force on any atom, eV Å⁻¹: 3.106
LUMO energy, eV: -4.1
Highest occupied orbital energy, Ha: -0.4090
M, g mol⁻¹: 464.2

```
! RIJCOSX wB97M-V def2-TZVPD def2/J DEFGRID3
* xyz 1 1
P 3.84759 -0.40248 -0.52101
P 1.88127 0.57008 -0.86086
F 2.07175 2.85331 -3.10989
F -2.69116 0.79116 0.86970
F -2.34926 1.98804 -1.86247
F 3.58943 2.31542 0.91638
F -0.80924 2.96189 -0.69705
F 0.26355 0.80621 -2.96366
O -4.46350 -2.91916 2.05149
O 3.84920 3.21090 -1.92250
O 5.05033 0.59965 -0.76157
O 3.93986 -0.87374 0.97904
O 3.88833 -1.51688 -1.46332
O -2.21816 -2.85449 1.97431
O 1.87802 3.66621 0.97981
O -3.36679 -1.30583 3.13186
N 2.00778 2.29214 -0.85758
C -0.66766 -0.29629 0.10348
C 1.32486 0.06560 -2.54330
C 1.06255 -1.44324 -2.70375
C -3.25461 -2.40299 2.35000
C 2.72249 2.82031 -1.97421
C -1.58257 1.93428 -0.81524
C 0.78892 0.06331 0.50598
C -4.75213 -0.94295 3.17846
C -1.62696 0.85525 0.03950
C 2.48770 2.82762 0.39993
C -5.43806 -2.25062 2.86192
H -0.75530 -0.86319 -0.82239
H -6.37007 -2.11933 2.31880
H 1.61660 -1.84911 -3.54056
H 0.72904 0.91386 1.19418
H 5.08941 0.77444 -1.71482
H 1.23217 -1.97585 -1.77080
H 2.14588 0.32245 -3.22306
H -1.04410 -0.95532 0.90212
H -4.94059 -0.17586 2.42524
H 1.28352 -0.73599 1.05949
H -5.62815 -2.85202 3.75210
H 4.22232 -1.80250 0.92328
H 0.00356 -1.54337 -2.94562
H -5.01784 -0.55090 4.15658
*
```

Atom charges from the natural (NBO) analysis, given in e for atoms 1 to 5: number 1, P, carries 2.12; number 2, P, carries 1.26; number 3, F, carries -0.27; number 4, F, carries -0.30; number 5, F, carries -0.26